# 1
This record from the Open Molecules 2025 dataset describes a cluster of 2 separate species, C6H7ClN in total. The level of theory is ωB97M-V/def2-TZVPD.

Geometry as XYZ:
```
15
C6H7ClN ωB97M-V/def2-TZVPD
H -4.3747 -0.9740 1.3141
C 2.1832 -0.1517 -1.1222
C 1.2226 0.9912 0.7170
C 2.2844 0.7841 -0.1318
H 1.2560 1.6642 1.5830
H -0.8819 0.6148 1.0098
H 0.8448 -1.7227 -1.8161
N -0.0974 -0.5208 -0.4355
Cl -2.6494 -1.2902 -0.3606
H 2.8665 -0.2129 -1.8731
C -3.5131 -0.5452 0.7990
H -3.2447 0.5222 0.9019
H 3.1213 1.3361 0.1649
C 0.0325 0.4008 0.4441
C 0.9501 -0.8959 -1.1945
```

Calculated values
**Spin multiplicity**: 1
**ΔE to the lowest compared entry with this formula, charge and spin**: 97.0 kJ/mol
**Charge**: +1



# 2
This record from the Open Molecules 2025 dataset describes an isolated molecule of C2H2Cl5OPS. The level of theory is ωB97M-V/def2-TZVPD.

Geometry as XYZ:
```
12
C2H2Cl5OPS ωB97M-V/def2-TZVPD
H 0.4491 -0.4389 1.0969
Cl 1.9472 0.6280 -2.1671
Cl 0.3729 -1.7914 -0.6760
C 0.6393 -0.1530 0.1045
Cl -3.5312 1.2597 0.9493
H 2.8002 -0.5196 -0.3804
C 1.9777 0.3229 -0.4078
Cl 2.5234 1.8846 0.2797
Cl -2.9351 -1.3135 -0.6707
O -1.6272 -0.8200 1.7524
P -2.0330 -0.1306 0.5516
S -0.5834 1.0719 -0.4324
```

Calculated values
**SMILES**: O=P(Cl)(Cl)S[C@@H](Cl)C(Cl)Cl
**Spin multiplicity**: 1
**ΔE to the lowest compared entry with this formula, charge and spin**: 0.0 kJ/mol



# 3
This record from the Open Molecules 2025 dataset describes a cluster of 2 separate species, C4H12N2O2 in total. The level of theory is ωB97M-V/def2-TZVPD.

Geometry as XYZ:
```
20
C4H12N2O2 ωB97M-V/def2-TZVPD
C 2.0449 -0.1908 -0.8991
C -1.5812 0.6303 -0.1653
H -2.2808 -0.6279 1.2955
C 1.4308 -0.8725 0.3184
C -2.3907 -0.1164 -1.2008
H -3.4276 -0.2173 -0.8820
O -0.8402 1.5540 -0.4410
N 1.1878 0.0073 1.4803
H 2.0706 -1.6989 0.6429
H 1.3572 0.5412 -1.3166
H -1.0907 0.5083 1.8008
H -1.9722 -1.1075 -1.3264
H 0.4591 -1.2974 0.0372
H 0.6182 1.6516 0.6177
H 2.2692 -0.9399 -1.6558
H 1.9056 -0.1557 2.1809
H -2.3525 0.4108 -2.1500
H 2.9655 0.3212 -0.6216
N -1.7552 0.2046 1.1012
O 1.3819 1.3950 1.1837
```

Calculated values
**SMILES**: CC(N)=O.CCNO
**Spin multiplicity**: 1
**ΔE to the lowest compared entry with this formula, charge and spin**: 231.3 kJ/mol



# 4
This record from the Open Molecules 2025 dataset describes a structure of composition C5H12N2O. The level of theory is ωB97M-V/def2-TZVPD.

Geometry as XYZ:
```
20
C5H12N2O ωB97M-V/def2-TZVPD
H -0.1645 -2.7679 -0.0088
H -1.9787 -2.0985 0.9346
H 2.2556 -0.8192 1.7723
H 2.2520 -0.0490 0.1793
N 0.5591 -2.3117 0.5246
N -2.0409 -1.1554 0.5846
H 0.7229 1.6322 -2.8129
H -1.9942 1.3629 0.3261
H 1.4927 -2.6185 0.3073
H -0.2875 1.6876 0.9529
C -0.8583 -0.3838 0.7555
C 1.6613 -0.2247 1.0761
C 0.1180 1.9841 -1.9666
H -2.3837 -1.1419 -0.3685
C -0.9766 1.0043 0.4672
O -0.1088 0.9165 -1.1061
H 0.6838 2.8083 -1.4943
H -0.8149 2.3961 -2.3797
H 1.4600 0.7355 1.5328
C 0.4028 -0.9568 0.7236
```

Calculated values
**Spin multiplicity**: 1
**ΔE to the lowest compared entry with this formula, charge and spin**: 330.7 kJ/mol



# 5
This record from the Open Molecules 2025 dataset describes a structure of composition C14H33N3NaNbO2Si. The level of theory is ωB97M-V/def2-TZVPD.

Geometry as XYZ:
```
55
C14H33N3NaNbO2Si ωB97M-V/def2-TZVPD
H 3.4757 -2.5754 -1.9968
H 3.4320 -4.5530 0.9396
H 2.7475 -1.4051 2.7299
C -1.8220 -1.7985 -0.7023
H -2.8868 -1.5803 -0.8613
H -2.3110 1.9656 3.7225
C -1.9206 -1.1731 -3.6270
H -2.0363 -0.3153 2.7163
H 2.0613 -4.5466 -0.1927
Si 2.7745 -2.2346 0.3873
N -0.9483 1.0644 1.4717
H -2.6433 -1.9111 -3.2540
C -1.2502 2.4406 1.8732
Nb 0.0632 -0.0313 0.1726
H -0.6210 3.3201 -0.0237
H 0.8465 2.9986 2.0005
C 1.8117 2.5580 -0.5165
N -0.9399 -0.8347 -1.4271
H -0.5756 0.3889 3.4753
H -0.2640 4.0197 2.9545
H -1.0113 -1.6977 -3.9749
H -3.2714 1.1618 -2.9971
H -3.6395 -0.1058 -1.8084
H -1.7207 4.3139 0.9581
H -2.3617 -0.6710 -4.4976
O 1.2906 -1.5768 0.0398
C -1.5912 -0.1150 -2.5661
H -2.3598 2.9091 0.0687
H -2.6817 1.3205 -1.3246
H -0.2399 1.5867 -2.3547
C -2.4901 2.4670 2.7651
Na 0.4792 -1.9964 -2.0920
C 3.4439 -1.3447 1.8826
H 3.6360 -0.2835 1.6751
H 3.8583 -0.9245 -1.4344
H -3.3380 1.9927 2.2589
H 4.3937 -1.8077 2.1914
H 0.3012 0.3701 -3.5397
H 1.7900 -4.2043 1.5298
N 1.1149 1.5033 -0.4478
H -1.6235 -2.8325 -1.0485
H -1.6154 -1.7456 0.3917
H 0.1590 2.3767 3.5211
H -0.3990 -0.8838 2.2247
C -1.0011 0.0132 2.5322
O 2.4900 3.5168 -0.5701
H -2.7503 3.5127 2.9745
C -0.5840 0.8787 -3.1204
H -1.0604 1.4477 -3.9333
C -1.4971 3.2866 0.6328
C -2.8684 0.6031 -2.1358
C 2.4845 -4.0527 0.6935
C 3.8236 -1.9814 -1.1384
C -0.0471 2.9903 2.6367
H 4.8521 -2.3012 -0.9138
```

Calculated values
**Spin multiplicity**: 1
**ΔE to the lowest compared entry with this formula, charge and spin**: 64.0 kJ/mol
**Charge**: +2



# 6
This record from the Open Molecules 2025 dataset describes a cluster of 2 separate species, C5H15NO2 in total. The level of theory is ωB97M-V/def2-TZVPD.

Geometry as XYZ:
```
23
C5H15NO2 ωB97M-V/def2-TZVPD
H 2.2903 0.9336 0.3549
O 1.0644 -1.9206 2.9413
H 0.3195 -1.2473 0.4717
H 0.3741 2.6899 -0.1300
H -1.3426 -1.0002 -2.4699
C 0.9786 -0.6011 -0.1938
H 0.2528 -1.8098 -2.2613
H 1.8713 -1.3033 2.6861
C 0.1255 0.0550 -1.3292
O 1.5301 0.3326 0.7070
N -0.3407 -0.9126 -2.3245
H 0.8163 0.7924 -1.8486
H 1.6598 -1.0595 -0.8819
C -2.0916 0.2264 -0.0719
H -1.5986 1.5872 -1.5687
H -1.1961 2.7756 0.6393
H -2.6217 -0.5498 -0.6243
H -2.8479 0.8334 0.3151
C -0.4925 2.0795 0.2876
C -1.0047 1.0501 -0.6947
H -0.1860 1.4156 1.1355
H 0.3578 -1.4640 2.5344
H -1.6124 -0.3607 0.7455
```

Calculated values
**Spin multiplicity**: 2
**ΔE to the lowest compared entry with this formula, charge and spin**: 177.8 kJ/mol
**Charge**: -1



# 7
This record from the Open Molecules 2025 dataset describes a structure of composition C18H18ClO5V. The level of theory is ωB97M-V/def2-TZVPD.

Geometry as XYZ:
```
43
C18H18ClO5V ωB97M-V/def2-TZVPD
H -1.1199 0.8316 3.8219
H -2.3461 -2.4499 -1.0220
C 2.7959 -0.4528 -2.6849
O 0.7653 0.1336 -0.4323
C -2.3873 1.8072 0.8178
H -3.1046 -2.5751 1.4998
C -0.2497 -2.1894 -0.2060
H 0.7657 2.1033 -1.4540
C 2.0981 0.7755 -2.5909
C 3.6057 -0.7053 -3.8027
H -3.1695 2.0247 0.0939
H 1.7324 2.6784 -3.5156
H -0.5708 2.6423 -0.0991
O -2.7878 -2.2431 4.3109
C 3.0873 1.4828 -4.7111
C -2.6643 1.0761 2.1172
C -0.9099 -2.2785 2.0226
H 2.8704 0.2211 -0.0773
C 2.2621 1.7287 -3.6211
H 0.3508 -2.2546 -1.1126
H -3.5577 1.3867 2.6635
V -1.1809 -0.2985 0.9763
O -4.8416 -1.0850 3.6812
H 1.2629 -2.1285 1.4764
Cl -3.7631 -1.1900 4.7004
H 0.6549 1.9509 2.1882
H 2.7042 -1.1911 -1.8896
O -3.0706 0.1342 4.8829
H 4.1352 -1.6574 -3.8774
C 1.9763 0.8414 -0.0663
C -1.6764 -2.3078 -0.1765
H -0.8670 -2.2973 3.1109
C 3.7584 0.2541 -4.8097
H 4.3976 0.0594 -5.6727
C -1.3116 1.1608 2.8092
C 1.3977 1.2143 -1.3856
C 0.2292 -2.1542 1.1495
C -2.0872 -2.3886 1.1968
H 1.8592 1.5616 0.7355
C -1.0423 2.1086 0.7127
C -0.3764 1.7247 1.9477
H 3.2196 2.2548 -5.4697
O -2.8441 -0.3098 1.7621
```

Calculated values
**Spin multiplicity**: 3



# 8
This record from the Open Molecules 2025 dataset describes an isolated molecule of C6H16N2. The level of theory is ωB97M-V/def2-TZVPD.

Geometry as XYZ:
```
24
C6H16N2 ωB97M-V/def2-TZVPD
H 0.6645 -2.8422 0.1750
H -0.9085 -2.0248 -0.0105
H -0.0501 -2.9791 -1.2028
C 1.1692 -0.8201 -2.3465
H 2.1129 -0.2965 -2.6327
H 0.0306 0.9913 1.8847
N 1.6495 1.2305 -0.0026
C 0.4738 0.4287 -0.2771
H -3.2318 1.6526 2.2671
H -2.2135 0.9278 0.1834
H -0.3510 -0.6352 1.4290
H 1.9341 -1.0910 -0.2797
H -0.1978 0.8899 -0.9990
H 2.2464 1.5251 -0.7593
H 0.2288 -0.3819 -2.7263
H -1.7765 1.6372 3.0259
C 0.0518 -2.1521 -0.4935
C 0.9762 -0.9774 -0.8032
C -0.3154 0.3970 1.0459
H 1.3754 -1.7079 -2.9247
N -1.7918 0.6937 1.0714
H 2.1976 1.0363 0.8167
H -2.1010 2.7519 1.5497
C -2.1733 1.7460 2.0092
```

Calculated values
**SMILES**: CNC[C@@H](N)C(C)C
**Spin multiplicity**: 1
**ΔE to the lowest compared entry with this formula, charge and spin**: 217.7 kJ/mol



# 9
This record from the Open Molecules 2025 dataset describes a cluster of 2 separate species, C7H16N3O2S in total. The level of theory is ωB97M-V/def2-TZVPD.

Geometry as XYZ:
```
29
C7H16N3O2S ωB97M-V/def2-TZVPD
H 2.5483 -2.6244 0.8923
C 4.3414 0.5867 2.5470
H -3.4677 -0.9802 -2.5298
H 3.0550 -2.0566 2.4905
H -3.4562 1.5731 -3.3392
S -0.6565 0.0306 -0.8075
H 2.1049 -0.9918 1.4337
H -4.9900 0.2957 -1.0195
H -2.7895 -0.1439 -0.2186
H -2.9269 1.8527 -1.6648
N -2.2046 -0.5222 -0.9614
C -3.4769 1.1734 -2.3273
H 4.1437 1.6323 2.3034
H 5.5748 0.1438 0.8821
H -0.0045 -1.0877 -1.1905
N 4.7408 -0.1520 1.3662
H -1.9782 -0.2501 -3.0653
N -0.2982 -0.1454 0.7929
H 5.1232 0.5583 3.3066
C 2.8804 -1.7581 1.4570
C -4.9123 1.0597 -1.8002
C 4.1461 -1.2371 0.8047
O -1.1838 1.3986 2.3619
H 3.4415 0.1544 2.9735
H -5.2686 2.0047 -1.3970
H -5.5895 0.7505 -2.5964
C -0.7526 0.6995 1.5825
C -2.7611 -0.1788 -2.3060
O 4.6028 -1.7653 -0.1917
```

Calculated values
**Spin multiplicity**: 1
**ΔE to the lowest compared entry with this formula, charge and spin**: 30.3 kJ/mol
**Charge**: +1



# 10
This record from the Open Molecules 2025 dataset describes a cluster of 2 separate species, C4H10N2O2 in total. The level of theory is ωB97M-V/def2-TZVPD.

Geometry as XYZ:
```
18
C4H10N2O2 ωB97M-V/def2-TZVPD
H 0.4298 -0.1176 1.7034
H -2.3708 -0.5880 0.9057
C 0.5274 -1.8684 -1.3325
H 1.9232 -0.4743 -0.4143
N -1.0211 1.3740 1.6923
H -0.6659 0.7274 -1.0539
H -2.0077 1.5005 1.9115
O -0.2222 2.1806 2.5167
C 1.2413 -0.5262 -1.2677
H -0.1011 -2.0029 -0.4555
O 0.8264 1.8623 -1.7992
H 1.8900 -0.4492 -2.1437
H 1.2255 -2.7007 -1.2628
H -0.1255 -1.9309 -2.2004
C 0.4057 0.8672 -1.2698
N -1.3886 -0.8336 1.0070
C -0.6211 0.0437 1.4950
H 0.0548 2.9362 1.9685
```

Calculated values
**SMILES**: [H]/N=C\NO.CCC=O
**Spin multiplicity**: 1
**ΔE to the lowest compared entry with this formula, charge and spin**: 430.5 kJ/mol



# 11
This record from the Open Molecules 2025 dataset describes a cluster of 11 separate species, C33H68F15N6O19S5 in total. The level of theory is ωB97M-V/def2-TZVPD.

Geometry as XYZ:
```
146
C33H68F15N6O19S5 ωB97M-V/def2-TZVPD
H -2.4402 4.7343 4.6674
C 0.6194 1.5680 -4.7143
C 4.9516 -0.9215 1.2379
F -4.8899 1.7257 -4.4827
H 2.9473 -3.2303 -6.3415
H 4.9079 -1.5014 -5.0734
H -6.2148 0.1663 4.1948
H -0.6223 3.0898 -3.7562
H -4.9519 -0.4371 6.6451
C -3.2209 -2.8323 -0.3988
H -5.6038 1.1823 2.0290
C -4.1804 0.6377 -4.2595
O -4.9606 0.0437 -1.6616
H 3.1504 -3.7702 3.4516
O -0.7077 -2.5612 3.7423
N -4.1446 0.7594 3.5792
C 3.1932 -0.1728 -5.3838
H -0.1502 1.7194 -2.6785
O 1.6726 -5.4065 0.8372
H -5.5112 1.4087 5.0462
S 1.3433 2.2107 4.6584
H 4.4287 -1.3128 -6.7595
C -1.4357 4.1913 0.7892
H 3.6511 0.1095 -0.1175
H 0.9055 0.2568 -7.1071
H 1.2819 -3.0369 2.0108
C -5.2486 0.4415 4.6177
H 0.6467 6.0118 1.3444
H -2.6582 -0.0289 6.0537
O 5.7337 -1.2174 -1.4798
F 3.3367 0.3535 4.7665
H -1.1575 -5.6084 3.6957
F 2.2181 5.5873 -0.6950
C 0.1383 2.3444 -3.5236
F 1.5385 -0.4119 3.9268
O 0.6273 -6.8072 -0.8282
C 5.3773 -0.0700 -1.2044
O 1.8550 2.8590 0.7082
N 1.7581 -0.7192 -5.3197
H -0.9994 3.5163 -1.2463
F -0.7342 1.1547 -0.3121
H -2.1729 2.2885 5.2009
C -1.2115 -4.7700 3.0012
F -4.9052 -0.4344 -4.6384
H 5.2269 -1.8969 0.8368
O 3.3504 4.5433 1.7909
F 2.7416 0.9681 2.6705
C -3.0367 -0.2477 3.8774
C 5.7163 1.1168 -2.0453
C -3.7068 2.2766 3.7144
F 1.3453 -4.4545 -2.7674
H -3.0053 -2.0818 0.3617
H 4.6968 1.1124 0.2324
C 1.1108 -0.7427 -6.7236
C -4.6456 -0.5804 5.6089
H 1.8833 -4.4278 4.5624
H -5.1368 -1.4488 5.1698
O -2.5548 -0.1050 -2.1191
N -2.1383 -3.0114 -1.4609
F 4.2924 5.2452 -1.1153
H -2.8777 2.4324 3.0242
H 2.2661 -2.0296 -3.6027
O 0.1041 -1.5679 -1.5855
O -0.2230 -4.5026 -0.3873
S 0.9313 -5.4098 -0.4350
O 4.2580 2.7163 0.5127
O 1.1302 -2.0191 0.5852
H -2.2977 -2.9038 -4.9904
H 1.1779 -2.8534 -4.8259
C -1.8543 -2.6742 -4.0215
H -1.4453 -3.6718 -1.1388
H 3.4458 0.2512 -4.4119
H 6.3212 0.7293 -2.8650
H 5.8662 -0.5561 1.7050
H -2.1059 4.7592 -1.0923
O 2.0813 -0.2527 -0.8503
S 0.8681 -0.9785 -0.4200
H 0.6418 3.6358 1.3064
F 3.0344 -5.5522 -2.0101
H -4.2188 4.5324 5.0207
F -3.0310 0.8437 -4.9263
C -0.3378 0.2102 0.4760
H -0.3684 3.4895 2.5139
H 0.1059 1.7129 -5.6647
C -1.1425 4.4437 -0.6918
C -4.7464 0.5255 2.1753
C 3.1657 4.6183 -0.9170
H -3.8095 2.2654 5.8172
O -3.4994 -4.2249 -3.0893
H -4.0115 -2.3695 -0.9894
H 1.5187 2.1207 -4.9862
C -3.1796 2.6672 5.0236
H 6.2947 1.8514 -1.4849
C 3.1755 -2.5869 -5.4918
H 3.1291 0.6139 -6.1355
H -1.0020 -5.2765 2.0590
C 4.0518 -1.3998 -5.7404
H 1.0268 5.4068 2.9721
H -0.8144 -3.0001 -4.0461
H -1.8713 -1.5868 -3.9482
H -2.8773 -1.6887 5.4324
F 2.7790 3.8323 -1.9171
H 1.9650 -2.6381 4.2755
C -0.2921 -3.5709 3.2352
O 1.1257 2.0215 6.0952
H 1.7145 -1.2829 -7.4528
C -3.2006 -0.6517 5.3423
H -2.9452 4.4332 6.2506
H 1.1680 -4.5763 2.1761
H 0.2294 -1.3669 -6.5764
H -2.0637 0.1117 3.5422
H -3.2309 -1.1344 3.2740
C 2.3247 0.6644 3.9002
N 4.6435 0.1170 0.0700
O -3.7383 2.0489 -1.9513
F -1.3303 -0.6296 0.7612
O 2.1634 3.4107 4.3498
C 2.1528 -3.6316 3.8684
H 4.1570 -1.0759 1.9678
F 0.1766 0.6579 1.6093
S -3.8214 0.6257 -2.3658
H -0.4277 5.2350 -0.9173
H -0.5678 6.1092 2.6039
H -2.2630 -4.4875 3.0516
C 2.1127 -4.6571 -1.7344
H -3.4955 -3.8520 -0.1288
H 1.5005 0.0487 -3.4447
F 2.7739 -3.5978 -1.3057
H 0.9924 2.9044 -3.1429
H -0.0375 -0.5247 -4.2204
H -5.1773 -0.4757 2.1844
H 4.8301 1.6477 -2.3930
C 0.8783 0.0542 -4.3397
C 0.2459 5.4958 2.2168
H -4.6136 2.8589 3.5510
O -2.4804 3.7587 1.1596
C 1.9558 -2.1119 -4.6444
S 3.1176 3.5926 0.6876
H -3.9443 0.5989 1.4409
C -3.2041 4.1880 5.2206
H -1.5504 -2.1916 -1.5101
H 3.7645 -3.3045 -4.9207
C -2.5934 -3.4270 -2.8896
O 0.0837 2.3387 3.8941
N 1.1179 -3.7307 2.7261
N -0.1766 4.0692 1.7094
```

Calculated values
**Spin multiplicity**: 1
**Charge**: +1



Here are the calculated F_max numbers, same order: 3.82, 2.99, 0.82, 2.96, 4.48, 4.04, 3.09, 3.48, 0.98, 3.25, 4.62 (eV/A).
Here are the calculated calculated total energy numbers, same order: -747.3774, -3193.2240, -419.5604, -382.3766, -1376.3438, -404.6336, -2476.7040, -347.6419, -988.9369, -418.2970, -6544.9454 (a.u.).